Record 1
The following is a quantum chemistry calculation of the ion C3H3N2O2S with charge -1 at a distorted geometry, from the Open Molecules 2025 dataset.

net charge	-1
relative energy (zero: lowest compared OMol25 entry of this formula, charge and spin)	0.323	eV
SMILES	Nc1sc(=O)[nH]c1[O-]
calculated total energy	-21071.2824	eV
frontier orbital gap	0.2101	hartree

XYZ file:
```
11
Properties=species:S:1:pos:R:3:mulliken_charge:R:1
N -1.12224 1.43127 -1.09819 -0.470
C -0.50632 0.44378 -0.45743 0.266
S -1.27954 -1.14174 -0.29007 -0.279
C 0.07792 -1.84694 0.62089 0.425
O 0.29442 -2.97952 1.04432 -0.652
N 1.00900 -0.79027 0.74651 -0.048
C 0.69180 0.47429 0.28037 0.018
O 1.43453 1.47791 0.39773 -0.820
H -1.94127 1.98342 -0.63973 0.148
H -0.60267 2.01154 -1.71917 0.185
H 1.94438 -1.06374 1.11478 0.226
```

Record 2
The following is a quantum chemistry calculation of an isolated molecule of C3H4FN3O2 at a distorted geometry, from the Open Molecules 2025 dataset.

relative energy (zero: lowest compared OMol25 entry of this formula, charge and spin)	0.261	eV
SMILES	CN(F)[C@H](C#N)[N+](=O)[O-]
calculated total energy	-14451.9558	eV
frontier orbital gap	0.3667	hartree

XYZ file:
```
13
Properties=species:S:1:pos:R:3:mulliken_charge:R:1
C 0.38055 -0.30529 -0.54164 -0.859
N -0.92153 0.14819 -0.83543 0.069
F -1.44269 -0.59476 -1.87440 -0.212
C -1.84804 0.19714 0.24894 0.011
C -2.27586 -1.23094 0.85381 0.205
N -2.24531 -2.29269 1.26708 -0.376
N -3.04258 0.85714 -0.15866 0.858
O -3.10876 1.23154 -1.31505 -0.484
O -3.87706 0.92459 0.72073 -0.533
H 0.63842 -0.99056 -1.42662 0.316
H 0.99386 0.60557 -0.53845 0.308
H 0.46089 -0.73449 0.46114 0.328
H -1.31940 0.81192 1.00760 0.367
```

Record 3
The following is a quantum chemistry calculation of a cluster of 3 separate species, CH6NO4 in total, from the Open Molecules 2025 dataset.

net charge	-1
relative energy (zero: lowest compared OMol25 entry of this formula, charge and spin)	0.283	eV
calculated total energy	-10817.1802	eV
frontier orbital gap	0.3286	hartree

XYZ file:
```
12
Properties=species:S:1:pos:R:3:mulliken_charge:R:1
N 1.01840 2.19050 0.54747 -0.615
C 0.68732 0.83218 0.17659 0.688
O 1.25473 0.37301 -0.82791 -0.757
O -0.15676 0.26610 0.92370 -0.796
H 2.00279 2.32620 0.72277 0.205
H 0.50197 2.42931 1.38248 0.256
H -0.26677 -1.63591 1.13928 0.407
H -1.40140 -2.30204 0.41320 0.290
O -0.60819 -2.52400 0.91123 -0.663
H -1.73397 -0.37014 -1.86008 0.301
H -0.32043 -0.66054 -1.42029 0.363
O -0.97769 -0.92468 -2.10844 -0.680
```